Entry 1:
DFT (ωB97M-V/def2-TZVPD) results for a gas-phase ion, C7H14N3 (charge +1) in a non-equilibrium geometry.

XYZ file:
```
24
Properties=species:S:1:pos:R:3
C -1.110 -1.702 0.898
C -1.598 -1.845 -0.507
C 0.686 -0.569 -0.612
C 0.816 1.680 0.258
C -0.746 -0.652 -0.124
C -1.379 0.664 -0.036
C 2.879 0.396 -0.067
N -2.376 1.269 0.687
N -2.257 1.408 -0.786
N 1.441 0.368 0.280
H -1.820 -1.447 1.669
H -0.335 -2.374 1.237
H -1.149 -2.591 -1.144
H -2.640 -1.664 -0.722
H 1.162 -1.551 -0.602
H 0.725 -0.162 -1.627
H 0.982 2.230 -0.653
H 0.838 2.235 1.176
H 2.999 0.730 -1.097
H 3.400 1.092 0.589
H 3.318 -0.595 0.040
H -3.189 0.721 0.969
H -1.997 2.351 -1.062
H 1.350 0.009 1.237
```

Computed properties:
Charge: +1
2S+1: 1
HOMO (spin up / spin down) in eV: -12.276 / -12.277
Energy in eV: -11944.633
Energy above the lowest of the compared OMol25 structures with the same formula, charge and spin in kJ/mol: 606.5

Entry 2:
DFT (ωB97M-V/def2-TZVPD) results for a molecular structure, C7H14N3O in a non-equilibrium geometry.

XYZ file:
```
25
Properties=species:S:1:pos:R:3
C 0.837 1.836 -0.046
C 0.731 -0.945 -0.272
C 2.057 1.069 0.333
C 2.005 -0.198 -0.540
C -0.498 -0.056 -0.099
C -1.656 -0.119 -2.277
C -0.546 0.029 2.607
N -0.296 1.335 -0.199
N 0.623 -2.174 -0.118
N -1.750 -0.492 -0.843
O -1.185 -0.494 1.493
H 0.827 2.969 -0.318
H 3.049 1.575 0.399
H 1.826 0.817 1.421
H 2.752 -0.873 -0.213
H 2.304 0.018 -1.522
H -1.267 0.888 -2.315
H -1.014 -0.913 -2.730
H -2.636 -0.533 -2.695
H -0.915 1.023 2.797
H 0.460 -0.206 2.662
H -0.936 -0.566 3.546
H -0.390 -2.555 0.037
H -1.866 -1.516 -0.694
H -2.516 0.081 -0.413
```

Computed properties:
Charge: +1
2S+1: 1
HOMO in eV: -13.767
Energy in eV: -13993.649
Energy above the lowest of the compared OMol25 structures with the same formula, charge and spin in kJ/mol: 400.8

Entry 3:
DFT (ωB97M-V/def2-TZVPD) results for 2 unconnected molecules or ions with the total composition C7H14NS in a non-equilibrium geometry.

XYZ file:
```
23
Properties=species:S:1:pos:R:3
C 1.908 0.726 -0.529
C -1.972 0.944 -0.086
C -1.216 0.452 -1.366
C -1.016 1.045 1.067
C -0.363 -0.779 -1.106
C -0.239 -0.263 1.418
C 0.323 -0.821 0.215
N 1.208 -1.878 0.333
S 3.502 0.493 -0.245
H 1.670 1.560 -1.255
H -2.429 2.023 -0.128
H -2.912 0.254 0.191
H -2.049 0.379 -2.155
H -0.634 1.215 -1.630
H -0.439 1.895 0.690
H -1.587 1.279 2.038
H -1.021 -1.768 -1.097
H 0.515 -0.910 -1.944
H 0.683 -0.138 2.173
H -0.925 -0.867 2.043
H 1.573 -2.489 -0.373
H 1.938 -1.718 1.000
H 3.482 -0.633 0.747
```

Computed properties:
Charge: +1
2S+1: 1
HOMO in eV: -13.621
Energy in eV: -19800.440
Energy above the lowest of the compared OMol25 structures with the same formula, charge and spin in kJ/mol: 340.1

Entry 4:
DFT (ωB97M-V/def2-TZVPD) results for 2 unconnected molecules or ions with the total composition C7H14O in a non-equilibrium geometry.

XYZ file:
```
22
Properties=species:S:1:pos:R:3
C -2.124 -1.368 1.027
C -0.926 -0.729 1.768
C -0.311 -1.294 2.844
C 0.538 0.320 0.083
C -0.379 0.440 1.042
C -1.180 1.630 1.457
C 1.001 1.422 -0.785
H -2.989 -0.765 0.773
H -1.530 -1.605 0.105
H -2.406 -2.368 1.375
H 0.649 -0.832 3.185
H -0.634 -2.080 3.498
H 1.093 -0.592 -0.193
H -2.221 1.487 1.711
H -0.702 1.849 2.443
H -1.181 2.456 0.758
H 1.888 1.954 -0.439
H 1.056 1.192 -1.837
H 0.176 2.164 -0.818
H 3.313 -0.544 -6.522
H 3.851 -1.462 -5.515
O 3.018 -1.277 -5.960
```

Computed properties:
Charge: +1
2S+1: 2
HOMO (spin up / spin down) in eV: -13.561 / -13.561
Energy in eV: -9522.803
Energy above the lowest of the compared OMol25 structures with the same formula, charge and spin in kJ/mol: 159.4

Entry 5:
DFT (ωB97M-V/def2-TZVPD) results for 2 unconnected molecules or ions with the total composition C7H14O in a non-equilibrium geometry.

XYZ file:
```
22
Properties=species:S:1:pos:R:3
C 0.668 0.838 2.028
C 1.080 -0.097 0.743
C 0.287 0.257 -0.540
C -0.979 0.182 -0.763
C -1.996 -0.171 0.200
C -2.868 0.694 0.569
C 1.158 0.787 -1.696
H -0.406 0.608 2.126
H 0.784 1.932 1.668
H 1.239 0.581 2.921
H 2.143 0.118 0.576
H 0.908 -1.227 0.846
H -1.454 0.558 -1.678
H -1.835 -1.092 0.742
H -3.726 0.333 1.215
H -3.059 1.735 0.185
H 0.431 1.390 -2.206
H 1.692 0.122 -2.359
H 1.867 1.406 -1.321
H 1.170 -3.678 -1.325
H 1.531 -2.261 -1.207
O 1.365 -3.016 -0.726
```

Computed properties:
Charge: +1
2S+1: 2
HOMO (spin up / spin down) in eV: -15.062 / -15.154
Energy in eV: -9522.328
Energy above the lowest of the compared OMol25 structures with the same formula, charge and spin in kJ/mol: 205.2

Entry 6:
DFT (ωB97M-V/def2-TZVPD) results for a single C7H14O2 molecule in a non-equilibrium geometry.

XYZ file:
```
23
Properties=species:S:1:pos:R:3
C 1.385 -0.067 -0.192
C -1.066 -0.494 -0.060
C -3.502 -0.668 -0.131
C 2.457 1.014 -0.059
C 1.694 -1.211 0.773
C -0.113 0.613 0.039
C -0.343 1.887 0.270
O -2.400 0.143 -0.408
O 1.423 -0.622 -1.494
H 1.286 0.085 -2.134
H -0.847 -1.184 -0.883
H -1.158 -1.031 0.895
H -4.404 -0.064 -0.253
H -3.480 -1.067 0.896
H -3.544 -1.534 -0.807
H 2.721 -1.545 0.628
H 2.271 1.841 -0.743
H 2.495 1.392 0.959
H 3.430 0.591 -0.309
H 1.064 -2.072 0.569
H 1.560 -0.884 1.801
H 0.429 2.637 0.289
H -1.357 2.240 0.355
```

Computed properties:
2S+1: 1
SMILES string: C=C(COC)C(C)(C)O
HOMO in eV: -9.616
Energy in eV: -11579.467
Energy above the lowest of the compared OMol25 structures with the same formula, charge and spin in kJ/mol: 177.7